(one)
Density functional theory data (the ωB97M-V functional and the def2-TZVPD basis) for C5H8N4O2 as an isolated structure.

Positions of all 19 atoms, in Å:
C1 0.06 -1.13 -0.13
C2 -0.96 -0.01 -0.14
C3 1.36 -0.93 0.07
C4 -0.66 1.29 -0.04
C5 1.71 1.02 0.08
N1 2.92 1.25 -0.01
N2 -0.52 -2.41 -0.11
N3 -2.26 -0.35 0.01
N4 -1.57 2.41 0.02
O1 0.61 1.80 0.11
O2 2.42 -1.72 -0.06
H1 3.12 2.24 0.28
H2 -0.76 -2.70 0.82
H3 0.11 -3.08 -0.51
H4 -2.26 -0.97 0.77
H5 -2.50 -1.00 -0.73
H6 -1.39 3.33 -0.51
H7 -2.62 2.18 -0.27
H8 3.18 -1.23 0.35

As for the total charge: 0. As for the multiplicity: 1.

***

(two)
Density functional theory data (the ωB97M-V functional and the def2-TZVPD basis) for C5H8N4O2 as an isolated structure.

Positions of all 19 atoms, in Å:
C1 -1.09 3.69 0.39
C2 -0.96 1.14 0.58
C3 -0.28 0.09 -0.19
C4 1.82 -3.04 -0.73
C5 0.44 -1.23 0.56
H1 -1.60 3.16 1.34
H2 -1.85 4.55 -0.33
H3 -0.21 4.44 0.84
H4 -0.30 2.59 -1.02
H5 0.21 -1.73 -2.33
H6 2.11 -2.95 0.43
H7 2.91 -3.01 -1.45
H8 1.07 -3.81 -1.29
N1 -0.70 2.40 -0.14
N2 -0.21 -0.01 -1.50
N3 0.54 -1.04 -1.68
N4 1.26 -1.70 -0.52
O1 -1.41 1.06 1.67
O2 0.38 -1.66 1.71

As for the total charge: 0. As for the multiplicity: 1.

***

(one) comes first in stability; the runner-up is 2.602 eV higher.

***

(one)
Density functional theory data (the ωB97M-V functional and the def2-TZVPD basis) for a 2-piece molecular cluster, C2H4OP2 overall.

Positions of all 9 atoms, in Å:
C1 -0.64 1.07 -0.54
C2 0.97 -0.15 0.89
O1 1.99 2.14 -0.59
P1 -0.36 1.06 1.16
P2 1.21 0.90 -0.69
H1 -1.26 -0.83 -1.09
H2 -1.33 1.65 -1.13
H3 1.77 -0.21 1.62
H4 0.63 -1.12 0.54

As for the total charge: 0. As for the multiplicity: 1.

***

(two)
Density functional theory data (the ωB97M-V functional and the def2-TZVPD basis) for a 2-piece molecular cluster, C2H4OP2 overall.

Positions of all 9 atoms, in Å:
C1 -1.42 -1.85 -0.20
C2 -0.92 -0.78 0.05
O1 0.02 1.66 -1.72
P1 1.71 0.64 0.74
P2 -0.50 0.85 0.61
H1 -1.75 -2.74 -0.66
H2 -0.51 1.10 -2.36
H3 1.56 -0.41 1.56
H4 1.82 1.53 1.98

As for the total charge: 0. As for the multiplicity: 1.

***

(one) comes first in stability; the runner-up is 0.207 eV higher.

***

(one)
Density functional theory data (the ωB97M-V functional and the def2-TZVPD basis) for C3H5F2NO as an isolated structure.

Positions of all 12 atoms, in Å:
C1 -1.14 -0.25 1.03
C2 -0.70 0.56 -0.12
C3 1.64 0.34 -1.28
H1 -0.92 0.30 1.97
H2 -1.00 -0.17 -0.88
H3 -1.26 1.40 -0.35
H4 1.30 1.36 0.73
H5 1.26 -0.66 -1.72
N1 0.68 0.90 -0.36
O1 2.81 0.62 -1.22
F1 -0.42 -1.44 0.91
F2 -2.41 -0.50 0.73

As for the total charge: 0. As for the multiplicity: 1.

***

(two)
Density functional theory data (the ωB97M-V functional and the def2-TZVPD basis) for a 2-piece molecular cluster, C3H5F2NO overall.

Positions of all 12 atoms, in Å:
C1 1.85 -0.63 -1.39
C2 -1.12 -0.64 1.52
C3 1.11 0.38 -1.63
N1 -2.04 0.05 1.00
O1 -2.30 1.31 1.37
F1 0.89 1.43 -0.80
F2 0.28 0.50 -2.67
H1 1.88 -1.36 -2.15
H2 2.45 -0.74 -0.57
H3 -1.67 1.57 1.98
H4 -0.36 -0.23 2.23
H5 -0.99 -1.62 1.11

As for the total charge: 0. As for the multiplicity: 1.

***

(three)
Density functional theory data (the ωB97M-V functional and the def2-TZVPD basis) for one molecule with the formula C3H5F2NO.

Positions of all 12 atoms, in Å:
C1 1.33 0.38 -0.40
C2 0.08 0.43 0.44
C3 -0.84 -1.07 0.32
N1 -0.84 1.46 -0.02
O1 -1.26 1.47 -1.16
F1 -1.60 -0.96 -0.78
F2 -1.73 -1.17 1.24
H1 2.07 1.14 -0.02
H2 0.98 0.50 -1.38
H3 1.93 -0.54 -0.17
H4 0.22 0.48 1.62
H5 -0.33 -2.11 0.30

As for the total charge: 0. As for the multiplicity: 1.

***

(one) comes first in stability; the runner-up is 1.247 eV higher.

***

(one)
Density functional theory data (the ωB97M-V functional and the def2-TZVPD basis) for one molecule with the formula C5H7FN2.

Positions of all 15 atoms, in Å:
C1 0.68 0.44 -0.01
C2 -0.47 -0.28 -0.13
C3 1.25 -1.36 0.81
C4 0.90 1.91 -0.46
C5 -1.91 -0.17 -0.37
N1 1.74 -0.21 0.51
N2 0.04 -1.69 0.42
F1 1.88 -2.16 1.59
H1 0.50 1.98 -1.40
H2 0.60 2.55 0.35
H3 1.98 2.02 -0.49
H4 -2.31 0.00 0.65
H5 -2.31 0.71 -1.05
H6 -2.18 -1.13 -0.69
H7 -0.38 -2.61 0.26

As for the total charge: 0. As for the multiplicity: 1.

***

(two)
Density functional theory data (the ωB97M-V functional and the def2-TZVPD basis) for C5H7FN2 as an isolated structure.

Positions of all 15 atoms, in Å:
C1 0.54 1.93 -1.34
C2 -1.48 0.21 0.81
C3 -0.26 -0.36 1.13
C4 0.21 -1.29 0.09
C5 0.69 0.03 -0.03
H1 1.67 1.38 -1.39
H2 0.39 2.85 -0.62
H3 0.33 2.35 -2.66
H4 -2.24 0.36 1.74
H5 -0.16 -0.61 2.08
H6 -0.38 -1.80 -0.59
H7 1.75 0.21 -0.16
N1 -0.11 0.73 -0.83
N2 -1.42 0.91 -0.20
F1 1.23 -2.15 0.55

As for the total charge: 0. As for the multiplicity: 1.

***

(three)
Density functional theory data (the ωB97M-V functional and the def2-TZVPD basis) for one molecule with the formula C5H7FN2.

Positions of all 15 atoms, in Å:
C1 0.04 -0.44 0.47
C2 -1.37 0.59 2.11
C3 0.31 -0.29 -1.19
C4 -1.27 -0.33 1.03
C5 1.82 0.17 -1.11
N1 -0.52 -0.23 -2.13
N2 -1.39 -0.53 -2.84
F1 -2.32 -0.83 0.33
H1 0.49 -1.20 0.98
H2 0.51 0.48 0.67
H3 -2.42 0.68 2.38
H4 -0.47 1.08 2.52
H5 2.21 0.62 -1.98
H6 1.85 0.89 -0.33
H7 2.52 -0.66 -0.90

As for the total charge: 0. As for the multiplicity: 1.

***

(one) comes first in stability; the runner-up is 3.659 eV higher.

***

(one)
Density functional theory data (the ωB97M-V functional and the def2-TZVPD basis) for a 2-piece molecular cluster, C2H2FI overall.

Positions of all 6 atoms, in Å:
C1 -0.77 0.39 0.01
C2 0.48 0.13 0.06
F1 0.55 -2.13 -0.06
I1 2.42 0.60 0.01
H1 -1.16 1.40 -0.05
H2 -1.51 -0.39 0.02

As for the total charge: 0. As for the multiplicity: 1.

***

(two)
Density functional theory data (the ωB97M-V functional and the def2-TZVPD basis) for one molecule with the formula C2H2FI.

Positions of all 6 atoms, in Å:
C1 -0.56 0.68 -0.29
C2 0.45 -0.39 0.00
F1 1.71 -0.53 -0.55
I1 -0.02 -1.92 1.26
H1 -1.35 0.68 0.49
H2 -0.24 1.48 -0.92

As for the total charge: 0. As for the multiplicity: 1.

***

(two) comes first in stability; the runner-up is 2.392 eV higher.

***

(one)
Density functional theory data (the ωB97M-V functional and the def2-TZVPD basis) for a 2-piece molecular cluster, C4H8N2O2S overall.

Positions of all 17 atoms, in Å:
C1 -1.29 0.93 1.34
C2 -2.20 -0.03 1.29
C3 -0.10 0.99 0.40
C4 -0.48 0.76 -1.07
N1 -1.16 -1.83 -0.48
N2 0.62 0.33 -1.73
O1 1.64 -1.80 -0.10
O2 -1.61 0.82 -1.51
S1 -2.37 -1.14 -0.19
H1 -1.22 1.58 2.07
H2 -3.00 -0.26 1.87
H3 0.40 1.82 0.69
H4 0.66 0.22 0.76
H5 0.49 0.04 -2.71
H6 1.54 0.59 -1.40
H7 0.90 -1.26 -0.27
H8 1.31 -2.65 -0.34

As for the total charge: 0. As for the multiplicity: 1.

***

(two)
Density functional theory data (the ωB97M-V functional and the def2-TZVPD basis) for C4H8N2O2S as an isolated structure.

Positions of all 17 atoms, in Å:
C1 1.25 -0.59 0.45
C2 0.57 -1.93 -0.11
C3 -1.15 -0.21 -0.55
C4 0.70 1.70 0.10
N1 0.29 0.43 0.59
N2 -2.27 0.52 -0.07
O1 -2.15 1.73 -0.10
O2 -3.25 -0.09 0.30
S1 -1.20 -1.91 0.06
H1 1.60 -0.81 1.37
H2 2.22 -0.26 -0.13
H3 0.66 -1.99 -1.16
H4 0.93 -2.91 0.47
H5 -0.53 0.04 -1.37
H6 1.25 2.22 0.88
H7 1.40 1.70 -0.77
H8 -0.31 2.35 0.03

As for the total charge: 0. As for the multiplicity: 1.

***

(three)
Density functional theory data (the ωB97M-V functional and the def2-TZVPD basis) for one molecule with the formula C4H8N2O2S.

Positions of all 17 atoms, in Å:
C1 0.23 0.49 -0.02
C2 -1.40 0.07 -1.25
C3 0.97 1.74 0.13
C4 1.32 -1.22 1.98
N1 -2.75 -0.02 -1.36
N2 -0.46 -0.74 -1.67
O1 -0.55 -1.72 -2.40
O2 0.74 -0.40 -1.02
S1 -0.28 -0.36 1.42
H1 0.91 2.48 -0.81
H2 2.06 1.53 0.09
H3 0.74 2.28 0.98
H4 0.99 -1.49 2.97
H5 2.16 -0.57 1.92
H6 1.69 -2.00 1.30
H7 -3.11 -0.87 -1.22
H8 -3.27 0.80 -1.03

As for the total charge: 0. As for the multiplicity: 1.

***

(one) comes first in stability; the runner-up is 2.647 eV higher.